Record 1
C21H20CaN4O5 as an isolated structure. Source: the OMol25 dataset; level of theory: ωB97M-V with the def2-TZVPD basis set.

XYZ file:
```
51
Properties=species:S:1:pos:R:3
Ca -0.360 0.161 -0.434
O -1.506 1.386 -2.269
C -1.774 2.740 -1.877
C -2.550 2.784 -0.576
N -1.863 2.040 0.477
C -0.965 2.860 1.288
C 0.198 2.055 1.917
O 1.026 2.683 2.563
O 0.206 0.803 1.646
C -2.805 1.262 1.283
C -3.375 0.045 0.522
O -4.447 -0.409 0.879
O -2.610 -0.412 -0.415
H -2.253 0.831 -1.962
H -0.801 3.228 -1.776
H -2.325 3.252 -2.670
H -2.744 3.826 -0.291
H -3.526 2.322 -0.748
H -0.498 3.610 0.643
H -1.492 3.402 2.083
H -2.262 0.863 2.142
H -3.647 1.862 1.645
C -2.439 -3.742 -2.020
C -1.948 -4.674 -1.126
C -0.786 -4.388 -0.428
C -0.151 -3.176 -0.655
N -0.638 -2.260 -1.501
C -1.758 -2.544 -2.157
C 1.110 -2.800 0.048
C 1.911 -3.716 0.717
C 3.074 -3.255 1.314
C 3.419 -1.917 1.214
C 2.563 -1.061 0.526
N 1.435 -1.510 -0.012
C 2.862 0.388 0.322
C 3.895 1.023 0.997
C 4.133 2.368 0.768
C 3.346 3.041 -0.145
C 2.333 2.334 -0.771
N 2.085 1.050 -0.544
H -3.349 -3.915 -2.577
H -2.468 -5.609 -0.961
H -0.400 -5.092 0.295
H -2.140 -1.774 -2.815
H 1.647 -4.762 0.753
H 3.721 -3.943 1.843
H 4.337 -1.556 1.650
H 4.491 0.492 1.723
H 4.916 2.883 1.307
H 3.489 4.091 -0.354
H 1.684 2.830 -1.486
```

Properties
- ΔE to the lowest compared entry with this formula, charge and spin (kcal per mole) = 6.2
- energy (hartree) = -2085.2881
- E_HOMO (eV) = -8.5
- E_LUMO (Ha) = -0.015
- charge = 0
- Kohn-Sham gap (eV) = 8.110
- 2S+1 = 1

Results of the natural (NBO) charge analysis, in e, for atoms 1 through 8: atom 1 (Ca): 1.80, atom 2 (O): -0.79, atom 3 (C): -0.07, atom 4 (C): -0.25, atom 5 (N): -0.51, atom 6 (C): -0.35, atom 7 (C): 0.77, atom 8 (O): -0.69

---

Record 2
C19H39AlBBrClF4MgN5O10PS2V as an isolated structure. Source: the OMol25 dataset; level of theory: ωB97M-V with the def2-TZVPD basis set.

XYZ file:
```
86
Properties=species:S:1:pos:R:3
C -2.244 0.990 -3.621
C -2.848 0.392 -2.317
C -1.878 -0.520 -1.459
C -2.366 -2.029 -1.382
C -0.356 -0.396 -1.842
C 0.119 -1.269 -3.043
C 1.666 -1.018 -3.363
C 2.470 -0.687 -2.047
P 2.958 1.112 -1.857
S 2.419 2.288 -3.322
C 1.739 -1.283 -0.778
C 2.658 -1.194 0.497
C 1.894 -1.160 1.888
S 2.065 0.436 2.800
C 1.143 1.689 1.934
N 1.551 2.827 1.379
N 0.487 3.410 0.814
C -0.598 2.669 1.018
O -0.212 1.586 1.727
N 0.384 -0.714 -0.555
H -1.329 1.592 -3.482
H -3.009 1.696 -4.028
H -2.138 0.210 -4.410
H -3.735 -0.211 -2.598
H -3.235 1.197 -1.654
H -1.949 -0.141 -0.402
H -3.518 -2.074 -1.377
H -1.973 -2.650 -2.214
H -2.074 -2.438 -0.381
H -0.053 0.654 -2.086
H -0.433 -1.042 -3.977
H -0.006 -2.365 -2.870
H 1.823 -0.315 -4.204
H 2.068 -2.014 -3.713
H 3.427 -1.266 -2.108
H 4.380 1.178 -1.706
H 2.383 1.551 -0.621
H 1.593 -2.365 -1.005
H 3.370 -0.345 0.490
H 3.284 -2.118 0.497
H 0.815 -1.490 1.852
H 2.413 -1.902 2.550
H -1.622 2.867 0.669
H 0.496 0.185 -0.077
H -0.177 -1.396 -0.034
C -4.099 -4.957 0.192
O -4.480 -3.812 0.000
N -4.427 -5.659 1.304
N -3.311 -5.631 -0.702
H -4.131 -6.602 1.479
H -5.008 -5.198 1.982
H -3.051 -5.145 -1.541
H -2.990 -6.572 -0.564
Br -4.918 -0.840 -0.432
O -6.033 -7.947 1.074
V -7.383 -8.029 0.029
O -8.738 -8.220 -0.971
Cl 0.459 2.218 -5.180
C -0.038 5.307 -3.092
O 1.129 5.658 -3.171
O -1.016 6.072 -2.955
O -0.443 4.121 -3.132
Al -0.143 -1.423 3.593
B 3.876 -4.172 -4.463
F 4.819 -5.098 -4.891
F 4.031 -3.925 -3.082
F 4.015 -2.979 -5.168
F 2.537 -4.720 -4.708
O -0.163 6.322 1.595
H -0.600 6.265 2.453
H 0.338 5.501 1.524
Mg 1.263 -6.297 -5.209
O 0.287 6.493 6.871
C 1.098 5.709 6.477
O 0.728 4.766 5.571
C 1.638 3.913 4.886
C 1.954 2.675 5.705
C 2.499 5.686 7.031
H 2.536 4.456 4.586
H 1.133 3.617 3.964
H 2.449 2.928 6.642
H 2.605 1.999 5.144
H 1.034 2.145 5.964
H 2.513 5.093 7.945
H 2.791 6.708 7.264
H 3.243 5.305 6.334
```

Properties
- energy (hartree) = -7755.2857
- E_HOMO (eV) = -11.1
- E_LUMO (Ha) = -0.354
- charge = +2
- Kohn-Sham gap (eV) = 1.445
- 2S+1 = 1

Results of the Mulliken charge analysis, in e, for atoms 1 through 8: atom 1 (C): -1.10, atom 2 (C): -0.64, atom 3 (C): 0.80, atom 4 (C): -1.41, atom 5 (C): 0.27, atom 6 (C): -1.01, atom 7 (C): -0.35, atom 8 (C): -0.25

---

Record 3
A 2-piece molecular cluster, C34H27N4 overall. Source: the OMol25 dataset; level of theory: ωB97M-V with the def2-TZVPD basis set.

XYZ file:
```
65
Properties=species:S:1:pos:R:3
C -4.654 0.560 1.275
C -3.522 -0.274 1.304
C -2.367 0.100 0.612
C -2.332 1.358 -0.013
N -1.162 1.783 -0.633
C -0.159 1.022 -1.095
N 0.700 1.938 -1.647
C 1.683 1.657 -2.616
C 2.172 0.362 -2.645
C 3.267 0.075 -3.468
C 3.777 1.069 -4.320
C 3.181 2.335 -4.373
C 2.095 2.618 -3.539
C 0.288 3.226 -1.264
C 1.160 4.384 -1.239
C 0.539 5.647 -1.216
C 1.315 6.797 -1.332
C 2.713 6.700 -1.415
C 3.346 5.450 -1.323
C 2.579 4.296 -1.190
N -0.931 3.147 -0.771
C -3.436 2.213 -0.018
C -4.618 1.789 0.599
H -5.566 0.253 1.789
H -3.540 -1.211 1.865
H -1.469 -0.518 0.568
H 1.698 -0.370 -1.991
H 3.719 -0.917 -3.438
H 4.634 0.849 -4.965
H 3.566 3.107 -5.041
H 1.605 3.591 -3.587
H -0.548 5.676 -1.126
H 0.821 7.770 -1.362
H 3.313 7.604 -1.532
H 4.436 5.383 -1.366
H 3.072 3.329 -1.067
H -3.349 3.178 -0.516
H -5.499 2.432 0.566
C 1.998 -2.533 -0.045
C 0.786 -3.356 -0.047
N 0.046 -3.563 1.030
C -1.095 -4.404 1.046
C -1.615 -5.165 0.018
C -2.764 -5.925 0.308
C -3.348 -5.902 1.590
C -2.803 -5.124 2.620
C -1.661 -4.375 2.338
C -0.859 -3.495 3.144
C 0.195 -2.997 2.334
C 1.138 -2.120 2.839
C 1.012 -1.734 4.186
C -0.031 -2.222 4.994
C -0.983 -3.109 4.477
H 2.417 -2.633 -1.055
H 1.789 -1.465 0.125
H 2.759 -2.866 0.675
H 0.510 -3.916 -0.937
H -1.137 -5.161 -0.961
H -3.208 -6.540 -0.474
H -4.239 -6.504 1.782
H -3.226 -5.082 3.625
H 1.948 -1.749 2.218
H 1.745 -1.045 4.604
H -0.094 -1.905 6.036
H -1.808 -3.513 5.064
```

Properties
- energy (hartree) = -1530.5678
- E_HOMO (eV) = -10.3
- E_LUMO (Ha) = -0.176
- charge = +1
- Kohn-Sham gap (eV) = 5.489
- 2S+1 = 1

Results of the natural (NBO) charge analysis, in e, for atoms 1 through 8: atom 1 (C): -0.22, atom 2 (C): -0.19, atom 3 (C): -0.26, atom 4 (C): 0.22, atom 5 (N): -0.28, atom 6 (C): 0.11, atom 7 (N): -0.45, atom 8 (C): 0.23

---

Record 4
A 2-piece molecular cluster, C5H11FN2O2 overall. Source: the OMol25 dataset; level of theory: ωB97M-V with the def2-TZVPD basis set.

XYZ file:
```
21
Properties=species:S:1:pos:R:3
C -0.814 2.227 0.573
C 0.009 1.012 1.033
C -0.546 0.314 2.321
F 1.296 1.451 1.376
C 0.226 0.052 -0.151
N 1.464 -0.390 -0.251
O -0.940 -1.118 -0.182
C -0.833 -0.287 -1.127
O -1.420 0.032 -2.118
H -1.741 1.881 0.285
H -0.368 2.662 -0.354
H -0.898 2.997 1.449
H -0.175 0.924 3.102
H -1.733 0.292 2.231
H -0.107 -0.712 2.331
H 1.582 -1.043 -1.002
H 1.895 -0.488 0.561
N 0.914 -2.354 -2.295
H 1.527 -3.003 -2.769
H 0.058 -2.790 -1.990
H 0.603 -1.659 -3.022
```

Properties
- ΔE to the lowest compared entry with this formula, charge and spin (kcal per mole) = 42.7
- energy (hartree) = -556.9347
- E_HOMO (eV) = -9.6
- E_LUMO (Ha) = 0.032
- charge = 0
- Kohn-Sham gap (eV) = 10.432
- 2S+1 = 1

Results of the natural (NBO) charge analysis, in e, for atoms 1 through 8: atom 1 (C): -0.63, atom 2 (C): 0.33, atom 3 (C): -0.63, atom 4 (F): -0.38, atom 5 (C): 0.26, atom 6 (N): -0.76, atom 7 (O): -0.55, atom 8 (C): 0.75

---

Record 5
C5H8O as an isolated structure. Source: the OMol25 dataset; level of theory: ωB97M-V with the def2-TZVPD basis set.

XYZ file:
```
14
Properties=species:S:1:pos:R:3
C 1.444 -0.417 -0.607
C 0.141 -0.070 0.021
C -0.845 -1.021 0.631
C -1.317 -0.033 -0.379
O -1.549 1.231 0.241
C -0.128 1.332 0.499
H 1.383 -1.164 -1.400
H 2.230 -0.797 0.063
H 1.826 0.545 -1.054
H -0.741 -2.043 0.271
H -1.157 -0.918 1.667
H -1.803 -0.240 -1.327
H 0.261 1.514 1.536
H 0.290 2.113 -0.153
```

Properties
- ΔE to the lowest compared entry with this formula, charge and spin (kcal per mole) = 58.3
- energy (hartree) = -270.4651
- E_HOMO (eV) = -9.3
- E_LUMO (Ha) = 0.038
- charge = 0
- Kohn-Sham gap (eV) = 10.359
- 2S+1 = 1

Results of the natural (NBO) charge analysis, in e, for atoms 1 through 8: atom 1 (C): -0.61, atom 2 (C): -0.11, atom 3 (C): -0.44, atom 4 (C): 0.09, atom 5 (O): -0.52, atom 6 (C): -0.05, atom 7 (H): 0.22, atom 8 (H): 0.22

---

Record 6
A 2-piece molecular cluster, C20H23NO3 overall. Source: the OMol25 dataset; level of theory: ωB97M-V with the def2-TZVPD basis set.

XYZ file:
```
47
Properties=species:S:1:pos:R:3
C 5.280 -3.149 1.129
C 3.955 -2.451 1.222
O 3.638 -1.950 -0.097
C 2.437 -1.294 -0.044
N 2.043 -0.710 -1.171
C 1.870 0.554 -1.563
C 2.466 0.738 -2.935
O 1.293 1.497 -0.993
O 1.807 -1.402 1.034
H 5.508 -3.617 2.088
H 5.280 -3.927 0.363
H 6.078 -2.436 0.908
H 3.171 -3.135 1.569
H 4.015 -1.601 1.915
H 3.299 0.038 -3.045
H 1.715 0.513 -3.699
H 2.803 1.766 -3.062
C -4.282 -0.812 -4.240
C -3.316 -0.599 -3.119
C -2.391 -1.600 -2.782
C -1.500 -1.414 -1.744
C -1.518 -0.218 -0.972
C -0.667 -0.111 0.149
C -0.857 0.712 1.283
C 0.235 0.882 2.181
C 0.142 1.683 3.296
C -1.058 2.356 3.583
C -1.150 3.245 4.781
C -2.165 2.165 2.742
C -2.087 1.340 1.631
C -2.396 0.825 -1.387
C -3.295 0.616 -2.418
H -5.065 -0.050 -4.227
H -3.758 -0.744 -5.202
H -4.754 -1.800 -4.192
H -2.394 -2.539 -3.341
H -0.777 -2.183 -1.468
H 0.181 -0.781 0.203
H 1.151 0.346 1.952
H 1.002 1.801 3.960
H -1.950 3.979 4.656
H -1.358 2.680 5.700
H -0.204 3.776 4.929
H -3.103 2.678 2.965
H -2.968 1.149 1.018
H -2.346 1.788 -0.879
H -4.011 1.398 -2.680
```

Properties
- ΔE to the lowest compared entry with this formula, charge and spin (kcal per mole) = 75.2
- energy (hartree) = -1056.3160
- E_HOMO (eV) = -7.4
- E_LUMO (Ha) = -0.074
- charge = 0
- Kohn-Sham gap (eV) = 5.352
- 2S+1 = 1

Results of the natural (NBO) charge analysis, in e, for atoms 1 through 8: atom 1 (C): -0.62, atom 2 (C): -0.07, atom 3 (O): -0.51, atom 4 (C): 0.90, atom 5 (N): -0.80, atom 6 (C): 0.69, atom 7 (C): -0.70, atom 8 (O): -0.69

---

Record 7
C23H28F9FeGeN6O4S6 as an isolated structure. Source: the OMol25 dataset; level of theory: ωB97M-V with the def2-TZVPD basis set.

XYZ file:
```
78
Properties=species:S:1:pos:R:3
Fe 1.569 0.935 -0.331
F 1.344 -1.583 -4.281
C 0.537 -2.546 -3.819
F 1.315 -3.511 -3.300
F -0.107 -3.070 -4.866
C -0.430 -2.019 -2.785
C -1.794 -2.099 -2.988
C -2.672 -1.577 -2.049
C -2.142 -1.006 -0.915
N -0.820 -0.953 -0.715
C 0.046 -1.416 -1.628
S 1.736 -1.192 -1.202
H -2.169 -2.547 -3.897
H -3.741 -1.598 -2.200
H -2.764 -0.582 -0.141
N 2.045 -0.087 2.842
C 3.175 -0.040 2.033
N 3.124 0.499 0.845
C 4.378 0.565 0.263
C 5.361 -0.008 0.992
S 4.727 -0.580 2.488
C 4.375 1.175 -1.057
C 5.397 1.573 -1.834
S 4.794 2.054 -3.382
C 3.183 1.670 -2.874
N 3.110 1.287 -1.608
N 2.154 1.705 -3.717
H 1.635 0.836 2.954
H 2.178 -0.520 3.746
H 6.399 -0.138 0.741
H 6.448 1.603 -1.604
H 2.249 2.023 -4.666
H 1.250 1.378 -3.412
F -1.309 4.000 0.094
C -1.116 4.153 -1.226
F 0.011 4.825 -1.411
F -2.130 4.825 -1.728
S -1.024 2.473 -1.984
O 0.298 1.933 -1.636
O -2.130 1.739 -1.436
N -1.063 2.914 -3.470
S -1.135 1.790 -4.605
O -0.837 0.490 -4.049
O -0.428 2.220 -5.766
C -2.946 1.725 -5.068
F -3.698 2.232 -4.099
F -3.290 0.453 -5.256
F -3.154 2.402 -6.184
S 1.917 3.050 0.837
C 0.708 2.031 0.989
C -3.218 0.084 4.632
C -2.321 1.235 4.196
C -1.068 0.770 3.451
C -1.373 0.168 2.070
Ge 0.153 -0.539 1.064
C 0.288 -2.480 1.419
C 0.568 -3.041 2.813
C -0.611 -2.989 3.784
C -1.755 -3.917 3.395
H -4.087 0.451 5.176
H -2.683 -0.601 5.292
H -3.591 -0.491 3.784
H -2.016 1.807 5.075
H -2.879 1.925 3.557
H -0.543 0.038 4.073
H -0.390 1.626 3.353
H -1.894 0.907 1.453
H -2.039 -0.692 2.180
H -0.293 2.255 1.331
H 1.008 -2.872 0.705
H -0.708 -2.784 1.084
H 1.436 -2.546 3.252
H 0.861 -4.088 2.691
H -0.992 -1.968 3.866
H -0.255 -3.260 4.781
H -2.172 -3.674 2.416
H -2.572 -3.860 4.114
H -1.418 -4.954 3.358
```

Properties
- ΔE to the lowest compared entry with this formula, charge and spin (kcal per mole) = 8.8
- energy (hartree) = -8151.0997
- E_HOMO (eV) = -11.1
- E_LUMO (Ha) = -0.149
- charge = +1
- Kohn-Sham gap (eV) = 7.047
- 2S+1 = 1

Results of the Mulliken charge analysis, in e, for atoms 1 through 8: atom 1 (Fe): -0.53, atom 2 (F): -0.15, atom 3 (C): 0.62, atom 4 (F): -0.26, atom 5 (F): -0.32, atom 6 (C): -0.38, atom 7 (C): -0.32, atom 8 (C): -1.36

---

Record 8
A 2-piece molecular cluster, C36H36N2O4S overall. Source: the OMol25 dataset; level of theory: ωB97M-V with the def2-TZVPD basis set.

XYZ file:
```
79
Properties=species:S:1:pos:R:3
C 3.195 -1.049 -5.361
N 2.286 -0.471 -4.397
C 1.461 0.559 -4.750
O 1.341 1.015 -5.883
C 0.738 1.012 -3.480
C -0.785 1.079 -3.614
C -1.259 1.974 -4.741
C -2.250 1.518 -5.616
C -2.633 2.304 -6.704
C -2.062 3.570 -6.888
C -1.099 4.041 -5.986
C -0.712 3.251 -4.900
N 1.183 0.029 -2.487
C 0.747 0.096 -1.208
C 1.317 -0.566 -0.121
C 1.251 -0.139 1.210
C 2.123 -0.759 2.197
C 2.600 -0.060 3.337
C 3.515 -0.639 4.208
C 4.002 -1.930 3.965
C 3.497 -2.664 2.886
C 2.557 -2.098 2.029
C 2.301 -0.806 -2.977
C 2.020 -2.306 -2.822
C 3.651 -0.402 -2.375
H 2.950 -0.657 -6.351
H 4.238 -0.803 -5.129
H 3.097 -2.138 -5.374
H 1.128 2.015 -3.211
H -1.171 0.057 -3.760
H -1.185 1.451 -2.658
H -2.683 0.529 -5.448
H -3.375 1.925 -7.406
H -2.364 4.192 -7.733
H -0.635 5.018 -6.121
H 0.031 3.605 -4.182
H -0.095 0.773 -1.035
H 1.912 -1.454 -0.339
H 0.892 0.873 1.418
H 2.231 0.949 3.527
H 3.851 -0.081 5.086
H 4.761 -2.365 4.617
H 3.838 -3.685 2.703
H 2.128 -2.705 1.224
H 1.147 -2.573 -3.431
H 2.884 -2.880 -3.176
H 1.816 -2.590 -1.791
H 3.936 0.586 -2.757
H 3.605 -0.356 -1.285
H 4.417 -1.131 -2.666
C -5.797 2.926 3.540
C -4.803 2.524 4.439
C -3.903 1.512 4.086
C -3.981 0.928 2.816
S -2.859 -0.412 2.297
C -1.156 0.070 2.290
C -0.536 0.174 3.610
O -0.144 1.256 4.084
C -0.307 -1.133 4.332
C -0.458 -2.368 3.688
C -0.088 -3.556 4.318
C 0.441 -3.516 5.616
C 0.585 -2.288 6.277
C 0.211 -1.105 5.638
O -3.116 -1.430 3.290
O -3.162 -0.647 0.902
C -5.031 1.264 1.955
C -5.930 2.273 2.311
H -6.475 3.739 3.806
H -4.722 2.992 5.422
H -3.139 1.180 4.790
H -1.103 0.939 1.636
H -0.851 -2.391 2.674
H -0.227 -4.505 3.795
H 0.768 -4.442 6.098
H 0.982 -2.246 7.293
H 0.338 -0.136 6.127
H -5.141 0.742 1.006
H -6.732 2.538 1.621
```

Properties
- ΔE to the lowest compared entry with this formula, charge and spin (kcal per mole) = 0.0
- energy (hartree) = -2201.9703
- E_HOMO (eV) = -7.4
- E_LUMO (Ha) = -0.063
- charge = 0
- Kohn-Sham gap (eV) = 5.647
- 2S+1 = 1

Results of the Mulliken charge analysis, in e, for atoms 1 through 8: atom 1 (C): -0.98, atom 2 (N): 0.29, atom 3 (C): 0.33, atom 4 (O): -0.70, atom 5 (C): 0.43, atom 6 (C): -0.78, atom 7 (C): 0.57, atom 8 (C): -0.49

---

> Look up the 2S+1 of the sixth one.

1